Record 1
An isolated molecule of C6H8FN in a non-equilibrium geometry. Source: OMol25; level of theory: ωB97M-V/def2-TZVPD.

```
16
Properties=species:S:1:pos:R:3:forces:R:3:lowdin_charge:R:1
H -1.73146 -1.06384 0.33822 0.79 0.38 0.62 0.15
H -1.09681 0.98371 -2.72351 -0.12 -0.74 0.58 0.08
H -2.23232 0.00401 -1.93313 2.53 0.51 -0.42 0.12
F 1.22228 -1.56181 0.69615 1.26 -0.58 0.35 0.01
H 1.43708 1.66924 1.59320 -0.27 -0.30 -0.05 0.11
C -0.82582 -0.41882 0.39254 -1.39 0.79 -2.16 -0.16
N -1.16388 0.22495 -2.01621 -2.47 0.88 0.09 0.01
H -1.23642 1.73876 -0.33069 0.54 -1.29 -0.76 0.15
C -0.77243 0.75715 -0.70483 0.03 -0.09 0.63 -0.28
C 0.51345 -0.84277 -0.21490 -0.29 -1.29 -0.80 -0.30
C 0.78665 0.63794 -0.37864 -1.76 0.34 1.22 -0.15
C 0.73171 1.01228 1.08576 0.41 1.37 0.19 -0.06
H 1.50790 1.10891 -0.96666 1.25 0.35 -1.10 0.11
H 0.54020 -1.40843 -1.15025 -0.42 0.11 0.18 0.15
C -0.33810 0.38828 1.54865 -0.28 -0.88 3.33 -0.08
H -0.61424 0.24496 2.64943 0.19 0.45 -1.88 0.14
```
Forces are in eV/Å.

SMILES string: N[C@@H]1[C@H]2C=C[C@@H]1[C@@H]2F
Charge: 0
Orbital gap: 10.0 eV
Largest force on an atom: 3.45 eV/Å


Record 2
A structure of composition C23H20IN4O2SSc. Source: OMol25; level of theory: ωB97M-V/def2-TZVPD.

```
52
Properties=species:S:1:pos:R:3:forces:R:3:lowdin_charge:R:1
O -1.12154 -0.99009 -0.55224 0.03 -0.01 -0.04 -0.08
H -0.17710 3.42289 0.37416 -0.02 0.01 0.02 0.11
C -2.83546 4.35932 -1.46940 -0.03 0.06 0.02 0.01
H 4.03439 -2.22026 0.10312 -0.03 0.00 -0.01 0.17
H 0.51475 -1.03236 -3.89470 -0.02 -0.03 -0.02 0.08
H -0.77872 -0.71706 3.38153 0.01 0.02 -0.02 0.12
C -0.94909 -0.85485 0.71549 -0.18 0.22 -0.12 -0.52
C -1.91627 2.26579 -2.15869 0.05 0.04 0.02 -0.18
C -0.94574 3.41355 -0.38747 -0.17 0.05 -0.04 -0.07
C -2.30135 -4.03828 2.11362 -0.03 -0.07 0.05 -0.12
C 3.86074 0.43872 1.96895 -0.03 0.01 -0.07 0.07
C -2.71458 -0.43095 -4.65917 -0.02 -0.05 -0.03 0.01
N 2.28735 0.49148 0.18346 -0.17 0.11 -0.18 0.01
N 3.71795 -1.31816 0.44234 -0.01 -0.10 -0.08 0.15
C -1.46933 -1.03175 -4.72619 0.09 0.01 0.03 0.00
C -1.86187 4.44271 -0.48682 0.12 -0.10 0.03 0.00
H -2.73551 -4.96579 1.76768 0.00 0.00 -0.01 0.10
H 1.99847 2.98329 0.85517 -0.03 -0.03 0.00 0.08
H -2.03355 -3.23591 0.14514 0.00 -0.01 0.00 0.13
C 2.26042 2.36337 1.71229 0.11 0.04 -0.01 0.01
C 2.82090 1.05973 1.26414 0.12 -0.06 0.13 -0.25
C -1.35192 -1.87908 1.66302 -0.04 0.08 0.12 -0.15
N -0.96485 2.35459 -1.20657 -0.04 0.02 0.03 0.01
Sc 0.22647 0.51322 -0.93236 0.12 -0.72 0.16 1.09
H 5.80095 -1.06384 3.03691 0.01 -0.01 0.00 0.10
H -3.52945 -0.79021 -5.27277 -0.01 0.00 0.00 0.13
H -3.86800 1.12440 -3.72707 0.00 0.02 0.00 0.13
C -2.14275 -3.81156 3.47983 0.10 0.23 -0.16 -0.73
O -0.36538 0.23239 1.07402 0.17 -0.02 -0.04 -0.07
H 6.24366 -1.64618 1.42393 0.03 -0.05 0.03 0.11
C -2.86536 3.26128 -2.31540 0.04 -0.04 0.02 0.03
H -3.60328 3.19852 -3.10100 -0.01 -0.01 0.00 0.13
H -1.27237 -1.85425 -5.39775 -0.02 -0.01 -0.01 0.13
H 2.97619 2.90817 2.32355 -0.03 -0.01 0.04 0.10
C 5.42824 -1.55816 2.14478 -0.05 0.13 0.01 0.03
C -2.90537 0.64127 -3.79989 0.18 -0.05 -0.10 0.03
H 1.36680 2.17066 2.31200 -0.03 0.01 -0.03 0.11
N -0.63391 0.45550 -3.05100 -0.20 -0.26 0.05 0.01
C -1.19554 -1.65188 3.03287 0.00 -0.03 -0.02 0.00
H 5.08720 -2.55963 2.41057 0.02 -0.03 -0.02 0.11
I -2.73626 -5.24732 4.83688 -0.05 -0.13 0.11 0.98
C 4.31887 -0.77759 1.53478 -0.04 -0.02 -0.03 -0.21
C -0.46490 -0.57462 -3.89180 0.01 0.10 0.03 -0.10
H -3.56532 5.15011 -1.57933 -0.01 -0.01 -0.02 0.13
H -1.48108 -2.44727 5.00098 0.01 0.03 0.00 0.10
C -1.58896 -2.61479 3.93887 -0.06 -0.12 0.02 -0.13
C -1.90971 -3.07367 1.20709 0.01 0.03 -0.03 0.01
H 4.30053 0.91242 2.83261 0.01 0.00 0.01 0.14
H -1.80500 5.28119 0.19133 -0.03 0.02 -0.01 0.13
C 2.71011 -0.71852 -0.24205 0.25 0.31 0.15 -0.77
S 1.96936 -1.40979 -1.58057 -0.08 0.03 -0.05 0.79
C -1.83387 1.06924 -3.03892 -0.06 0.37 0.09 -0.20
```
Forces are in eV/Å.

Charge: +2
Orbital gap: 6.7 eV
Largest force on an atom: 0.75 eV/Å


Record 3
A structure of composition C43H46LiO19S in a non-equilibrium geometry. Source: OMol25; level of theory: ωB97M-V/def2-TZVPD.

```
110
Properties=species:S:1:pos:R:3:forces:R:3:lowdin_charge:R:1
H 2.52319 -1.97394 1.64301 -3.65 2.78 0.27 0.03
H 0.08108 4.20963 3.56206 -0.16 -0.10 -0.98 0.12
O -2.37630 -2.34525 8.08095 -1.30 1.45 -4.46 0.05
H 1.99005 2.18677 -0.39323 1.62 0.92 0.90 0.12
H -1.68429 -0.30494 4.23799 0.99 -0.57 -1.26 0.13
C -6.42363 -1.85743 1.63002 0.07 0.54 0.71 -0.05
C 3.72205 -3.29896 2.68463 1.81 0.67 -6.20 0.04
C 2.91773 2.78556 -0.09359 -1.27 0.15 -1.27 -0.03
H 2.16945 0.30874 -1.44460 -1.37 0.48 0.32 -0.02
H 1.10545 -3.33044 5.29858 4.09 -2.96 -0.77 0.06
H 5.88891 2.53673 1.76556 -0.98 0.76 -0.80 0.12
H -7.33079 -1.73779 2.21594 0.28 -0.61 0.58 0.12
O 3.83326 1.10824 1.30346 -2.61 -3.75 -0.68 0.03
H -8.47435 -2.04276 0.28742 -0.05 0.59 -0.57 0.09
H -1.06981 0.37778 -2.26082 -0.78 0.89 -1.93 0.05
H -0.49013 1.68336 0.05212 -0.16 0.68 0.82 0.08
C -1.80844 -1.18830 5.99910 -2.67 -1.04 0.10 -0.01
H 3.56551 -2.10417 -6.82837 0.50 0.66 1.17 0.08
O 0.50040 -1.93122 3.30895 1.00 -1.53 0.93 0.02
C 5.12004 3.03041 1.11241 -3.07 0.30 -1.98 0.02
C -0.13944 -1.91680 4.55401 2.48 -0.43 -3.27 -0.29
O 0.28090 -2.20372 0.00740 0.66 -6.04 0.43 -0.36
H -0.28145 0.99503 2.11631 -0.22 -2.23 -1.02 0.00
H -2.99198 1.12518 -5.15200 1.58 -0.97 -2.32 0.09
C -2.64458 1.28735 -3.08015 0.80 -1.47 2.26 -0.31
O 2.74774 0.47910 -2.17138 2.14 -0.52 -2.29 -0.12
C 2.04685 -1.67549 -4.69483 2.00 1.42 1.51 -0.03
H 3.00418 -1.34209 -4.16273 -0.52 -0.25 -2.29 0.15
O -1.06387 -2.36057 -2.89627 0.63 -0.47 -0.99 0.01
C -0.48758 -2.69290 -5.20684 1.22 -0.17 2.77 -0.01
C -0.13299 5.03223 0.22156 -1.94 -0.13 -1.55 -0.33
H 2.38483 4.50573 -1.19415 -3.43 1.64 -2.41 0.05
H 5.97394 -5.37293 3.39573 0.48 -0.34 -0.09 0.08
O -6.22507 3.19794 -2.97987 -4.20 1.64 -0.39 0.00
C -5.11981 -1.85812 2.14585 0.51 0.39 -0.88 0.01
H 2.88805 1.19483 -4.09579 2.56 -1.56 -3.97 0.03
C -4.50863 2.11116 -1.77343 -1.47 0.03 1.12 -0.03
H -2.61713 1.35636 -0.89564 -0.92 0.19 -0.86 0.12
C 4.81208 -4.14133 2.54347 0.13 -0.55 0.19 -0.34
C -3.33011 1.43743 -4.24755 -0.35 1.07 1.02 -0.05
H 6.29984 4.66684 0.59587 -1.48 0.34 -0.58 0.11
C -4.32041 -1.35927 -0.03605 -10.75 -1.44 8.68 -0.01
O 1.57644 -0.24218 0.00824 3.14 1.34 0.37 -0.31
Li -0.13463 -3.83152 0.73871 0.27 1.07 -0.20 0.82
C 3.83992 2.32423 0.80529 3.66 1.47 0.06 -0.35
C 3.31900 -2.53962 1.52286 4.85 -3.72 1.66 0.03
C 5.26901 4.24166 0.40785 1.63 -0.86 0.60 -0.04
H 5.66354 -3.56464 -0.60555 1.82 -0.13 -3.10 0.07
H -0.65706 3.43792 -1.18259 -0.88 0.09 -4.20 0.07
H 3.82287 6.07314 -1.36432 -9.39 2.45 -6.14 -0.04
C 5.47006 -4.29167 1.33214 0.55 1.71 -1.68 -0.03
O -2.81454 -1.45383 1.88628 -2.84 -4.25 1.47 0.06
H -0.80318 -1.61386 -2.35140 -0.36 0.17 0.95 0.01
C -0.28982 3.79198 -0.32528 0.10 -2.66 6.50 -0.02
H 3.13972 -3.22594 3.47886 -2.19 0.17 3.77 0.05
H -4.87513 -1.85617 3.19403 -0.29 -0.26 0.29 0.11
C -0.09621 2.77247 1.91645 -1.15 1.09 0.40 -0.31
C 1.15033 -1.63055 -3.70415 -4.38 -2.27 0.61 -0.03
H 0.11965 6.27390 2.16118 -0.87 -2.62 -1.65 0.16
H -5.05094 2.42084 -5.11448 0.31 -0.15 -0.31 0.11
O 2.65470 -2.32944 -6.91754 -0.82 -0.59 -1.96 0.02
H 0.27137 -1.34380 2.57313 -0.96 0.71 0.54 0.05
H -0.26421 -3.57062 7.45516 1.18 -1.85 1.15 0.09
H -3.72030 -1.30254 -0.63220 12.84 1.83 -11.31 -0.02
H 1.26329 -1.14979 -2.76894 0.85 0.10 0.61 0.08
C -1.18680 -1.12905 4.74687 -3.27 2.66 2.90 -0.01
C 4.32246 4.77647 -0.53481 0.43 -3.77 3.07 -0.27
C 2.36797 1.27946 -3.26757 -7.22 -1.95 3.61 -0.12
H 3.04893 -1.07826 -0.38321 -0.74 0.26 0.44 0.02
C -4.47371 2.13665 -4.24140 -3.88 0.89 2.34 -0.02
C 3.12587 3.99326 -0.78381 5.31 0.37 3.16 0.00
C 5.11728 -3.46870 0.22838 -2.05 0.24 3.57 0.01
C 4.06910 -2.54454 0.33455 -1.16 -1.00 1.68 -0.30
O -0.49662 -0.34393 1.09036 -0.88 0.71 1.62 -0.34
C -0.05553 4.09005 2.46440 0.70 -0.61 0.17 -0.02
C -0.45648 -2.92432 6.67188 1.29 -0.38 -0.40 -0.03
C -3.24192 1.55733 -1.80624 1.43 -0.12 -1.01 -0.02
H -5.77578 -0.88341 -1.65829 0.45 -1.11 1.72 0.15
O -0.06700 1.67781 2.71721 0.45 2.14 1.38 0.05
H 2.45407 2.21920 -2.99841 0.85 5.05 1.49 0.00
C -5.16877 2.41073 -3.00032 3.64 -1.12 -0.71 -0.36
H 0.18720 -3.33589 -7.16984 1.41 1.79 1.70 0.15
C -6.63757 -1.58636 0.31641 0.18 1.19 -4.14 -0.30
C -1.55469 -2.19148 6.92309 -1.34 2.07 0.10 -0.30
O 5.19758 -4.87929 3.63341 -0.34 0.09 0.62 0.03
O 3.61643 -1.78847 -0.65637 1.78 -0.67 -2.07 0.07
C -0.39654 2.65078 0.57797 1.52 1.15 -2.02 -0.01
H 6.44588 -4.78851 1.13216 -0.98 -0.24 0.85 0.12
C 1.69398 -2.13458 -5.95394 3.64 -0.75 -0.05 -0.36
C -4.03676 -1.62183 1.27534 -1.41 0.50 2.28 -0.26
C 0.33262 -2.78148 5.52901 -4.83 2.66 0.96 0.03
H -1.81800 -2.62613 8.72497 2.39 -1.38 3.22 0.03
H 1.11100 1.33109 -3.48876 3.30 -0.96 0.23 0.17
H -1.53020 -3.02201 -5.14160 0.39 -0.28 -1.24 0.11
H -7.01924 3.05104 -3.59150 2.27 -0.29 1.08 0.15
S 0.27008 -0.79823 -0.06228 -0.64 0.65 4.26 0.19
H -2.81280 -0.74295 6.10160 0.80 0.54 0.07 0.13
C -0.09168 5.20397 1.63689 1.39 2.32 0.48 -0.03
H -5.00140 2.24225 -0.71886 0.74 0.07 -2.36 0.15
O -0.39226 6.03658 -0.70853 -0.22 1.47 -1.24 -0.04
O 4.54951 6.05012 -0.96257 8.02 -1.25 4.45 0.11
H -0.81507 5.75805 -1.60724 1.30 -0.01 2.94 0.15
C -0.11202 -2.31189 -3.88577 0.18 1.50 -2.21 -0.27
H -2.31259 -0.77654 1.58323 2.66 3.28 -2.12 0.01
H 3.13495 0.54570 0.76532 1.65 1.61 1.91 0.12
O -1.43069 0.68981 -3.18023 0.47 -0.02 1.47 0.00
C 0.52288 -2.72688 -6.21450 -4.94 -1.79 -1.03 -0.05
O -0.36963 -0.43748 -1.23793 -2.43 2.09 -4.78 -0.28
C -5.57238 -1.30667 -0.61122 -2.15 0.17 1.55 0.05
O -7.93027 -1.43941 -0.25663 0.55 -1.06 1.66 -0.01
```
Forces are in eV/Å.

Charge: -1
Orbital gap: 5.8 eV
Largest force on an atom: 17.21 eV/Å